Computed, not measured: a cluster of 14 separate species, C25H76O17S in total, with ωB97M-V with the def2-TZVPD basis set.

Computed properties:
Calculated total energy = -2675.102968 a.u.
E_HOMO = -9.44 eV
Total charge = 0
HOMO-LUMO gap = 9.94 eV

```
119
Properties=species:S:1:pos:R:3:forces:R:3:mulliken_charge:R:1
C 5.492 2.179 1.210 -0.3 0.2 0.2 -0.84
O 4.624 1.071 1.318 0.2 -0.1 0.0 -0.32
C 4.795 0.124 0.268 0.4 0.0 0.6 -0.53
C 3.961 -1.112 0.534 -0.8 0.7 -0.1 -0.69
C 2.548 -0.728 0.985 0.1 0.5 -0.3 -0.40
C 1.896 0.284 0.036 -0.1 -0.6 -0.4 -1.24
C 0.374 0.201 -0.024 -0.1 0.2 0.6 -0.23
C -0.283 0.231 1.378 0.5 0.7 -0.5 -0.16
C -1.331 1.340 1.535 -0.1 -0.8 0.6 -1.76
C -2.816 0.956 1.290 0.4 0.5 -0.5 0.38
C -3.061 -0.286 0.441 -0.6 0.2 -0.2 -0.96
C -3.013 -0.045 -1.071 -0.1 -1.1 0.3 -0.39
O -2.367 1.181 -1.440 -0.2 0.1 0.1 -0.33
S -3.259 2.417 -1.042 -0.3 0.8 0.4 1.28
O -2.445 3.564 -1.227 0.9 0.6 -0.1 -0.69
O -4.503 2.420 -1.746 -0.6 -0.7 -0.3 -0.67
C -3.553 2.189 0.710 0.6 -0.8 0.0 -1.25
H 5.959 2.381 2.171 0.1 -0.1 0.2 0.23
H 6.275 2.023 0.474 0.2 -0.1 -0.2 0.38
H 4.933 3.073 0.935 -0.1 0.1 -0.2 0.26
H 5.854 -0.150 0.260 0.2 0.0 -0.3 0.51
H 4.538 0.582 -0.685 0.0 0.1 -0.2 0.35
H 3.849 -1.634 -0.411 0.3 -0.4 0.0 0.21
H 4.422 -1.744 1.284 0.2 -0.2 0.0 0.24
H 2.610 -0.271 1.965 -0.1 -0.1 0.3 0.35
H 1.907 -1.602 1.053 0.1 -0.3 0.1 0.43
H 2.254 0.097 -0.978 0.1 0.0 -0.2 0.47
H 2.193 1.302 0.261 0.1 0.2 0.3 0.25
H 0.059 -0.672 -0.592 0.0 -0.2 -0.1 0.18
H 0.041 1.088 -0.545 -0.2 0.0 -0.4 0.27
H -0.630 -0.747 1.685 -0.1 -0.1 0.1 -0.12
H 0.523 0.479 2.059 0.1 -0.1 0.4 0.53
H -1.272 1.670 2.571 -0.1 0.2 0.2 0.45
H -1.026 2.203 0.954 0.0 0.1 -0.4 0.66
H -3.285 0.797 2.253 0.0 -0.2 0.3 0.57
H -4.079 -0.606 0.646 -0.2 -0.2 0.1 0.65
H -2.429 -1.122 0.706 0.3 0.0 0.2 0.35
H -2.475 -0.854 -1.544 0.3 0.1 -0.3 0.61
H -4.017 -0.074 -1.465 -0.2 0.2 -0.3 -0.10
H -3.069 3.050 1.146 -0.3 0.5 0.2 0.58
H -4.614 2.175 0.921 -0.2 0.1 -0.2 0.43
C 1.611 -4.424 -0.559 0.2 -0.1 0.1 -0.62
O 2.894 -4.111 -0.035 0.0 0.0 0.0 -0.33
H 1.152 -3.494 -0.890 0.0 0.0 0.0 0.14
H 1.692 -5.103 -1.413 -0.1 0.0 0.0 0.31
H 0.978 -4.881 0.206 -0.1 0.0 0.0 0.32
H 3.299 -4.935 0.258 0.1 0.0 0.0 0.21
C 6.132 -6.034 0.604 -0.1 -0.4 -0.2 -0.57
O 5.012 -6.721 0.025 -0.1 -0.1 0.2 -0.52
H 5.756 -5.172 1.144 -0.1 0.0 0.0 0.25
H 6.667 -6.688 1.297 0.0 0.1 0.0 0.27
H 6.809 -5.698 -0.175 0.1 0.1 0.0 0.33
H 5.347 -7.482 -0.460 0.0 0.1 0.0 0.26
C 4.640 -7.834 3.594 -0.1 0.0 -0.3 -0.54
O 3.639 -7.396 2.687 0.0 -0.1 0.1 -0.47
H 4.315 -7.572 4.598 0.0 0.0 0.0 0.25
H 4.775 -8.918 3.539 0.1 0.0 0.1 0.25
H 5.595 -7.341 3.392 0.0 0.0 0.1 0.21
H 3.933 -7.617 1.794 0.0 0.2 0.0 0.30
C -4.207 6.123 -3.661 0.3 -0.1 0.2 -0.47
O -2.954 6.642 -3.225 0.0 -0.1 -0.1 -0.49
H -4.853 6.965 -3.897 0.0 0.0 0.0 0.30
H -4.075 5.512 -4.558 -0.2 0.0 0.0 0.22
H -4.669 5.524 -2.873 -0.1 0.0 -0.1 0.18
H -2.384 5.893 -3.014 -0.1 0.1 0.1 0.27
C -6.277 -0.484 -4.451 0.0 0.1 0.1 -0.74
O -5.487 -0.307 -3.279 -0.1 0.1 0.0 -0.42
H -6.312 -1.550 -4.663 0.0 0.0 0.0 0.23
H -7.295 -0.118 -4.285 0.0 0.0 -0.1 0.33
H -5.841 0.034 -5.308 0.0 0.0 0.0 0.31
H -5.455 0.640 -3.084 0.1 -0.1 0.1 0.25
C -0.898 -1.929 4.333 0.4 0.0 0.2 -0.56
O 0.402 -2.024 3.768 -0.1 0.0 0.0 -0.44
H -1.630 -1.974 3.528 0.1 0.0 -0.1 0.29
H -1.073 -2.760 5.022 -0.2 0.0 0.0 0.30
H -1.006 -0.979 4.866 -0.2 0.0 0.0 0.18
H 1.030 -1.981 4.497 0.0 0.0 -0.1 0.25
C -2.992 9.875 -2.895 -0.3 0.1 -0.3 -0.30
O -3.329 10.779 -3.955 0.1 -0.1 0.0 -0.53
H -2.060 10.216 -2.453 0.0 0.1 0.0 0.26
H -3.774 9.883 -2.131 0.1 -0.1 0.1 0.22
H -2.861 8.861 -3.273 0.1 0.0 0.2 0.07
H -4.159 10.485 -4.344 0.0 0.1 0.0 0.31
C -4.226 7.855 -7.433 0.0 0.1 0.2 -0.54
O -4.930 8.259 -6.263 0.1 0.1 0.0 -0.47
H -4.960 7.677 -8.214 0.0 0.0 0.0 0.24
H -3.538 8.636 -7.764 0.0 0.0 -0.1 0.26
H -3.667 6.933 -7.253 0.0 0.0 -0.1 0.25
H -4.274 8.414 -5.574 0.0 -0.1 -0.1 0.23
C -7.787 3.158 1.727 0.1 0.2 0.0 -0.55
O -6.525 3.654 2.166 -0.1 0.0 0.0 -0.49
H -7.786 2.080 1.871 0.0 0.0 0.0 0.22
H -8.602 3.592 2.312 -0.1 -0.1 0.0 0.29
H -7.946 3.374 0.668 -0.1 -0.1 0.0 0.25
H -6.526 4.609 2.037 0.1 -0.1 0.0 0.29
C -0.620 -1.523 8.107 0.4 0.0 0.1 -0.51
O 0.675 -1.621 7.518 -0.1 0.0 -0.1 -0.47
H -1.354 -1.567 7.308 0.0 0.0 0.0 0.17
H -0.790 -2.353 8.797 -0.1 0.0 0.0 0.28
H -0.726 -0.575 8.640 -0.1 0.0 0.0 0.28
H 1.327 -1.582 8.224 0.0 0.0 -0.1 0.28
C 7.898 -2.542 1.265 -0.1 0.0 -0.2 -0.68
O 7.747 -3.525 0.243 -0.1 0.3 0.1 -0.41
H 8.450 -2.998 2.083 0.0 0.0 0.0 0.32
H 8.457 -1.680 0.895 0.0 0.0 0.1 0.29
H 6.923 -2.211 1.634 0.0 0.0 0.1 0.19
H 7.257 -3.115 -0.479 0.0 -0.1 0.0 0.27
C -8.150 -3.610 -2.696 0.2 0.2 0.0 -0.53
O -6.869 -3.134 -2.303 -0.2 0.0 -0.1 -0.45
H -8.168 -4.685 -2.532 0.0 0.0 0.0 0.23
H -8.941 -3.149 -2.099 -0.1 -0.1 0.0 0.26
H -8.335 -3.411 -3.755 -0.1 -0.1 0.0 0.23
H -6.854 -2.180 -2.449 0.2 -0.1 0.1 0.26
C 10.669 -3.999 -0.815 0.4 0.2 -0.1 -0.38
O 10.903 -2.670 -1.278 0.0 0.0 0.0 -0.52
H 9.654 -4.266 -1.076 -0.1 0.0 0.0 0.07
H 11.362 -4.700 -1.291 0.0 -0.1 0.1 0.33
H 10.780 -4.051 0.271 -0.1 -0.1 0.0 0.21
H 11.805 -2.430 -1.044 -0.1 0.0 0.0 0.29
```
Positions in Å, forces in eV/Å.